{
  "formula": "C27H35N3O3S",
  "method": "ωB97M-V/def2-TZVPD",
  "e_above_lowest_kcal_mol": 5.1,
  "e_tot_ha": -1838.01118,
  "homo_lumo_gap_ev": 8.361,
  "lumo_energy_ev": 0.65,
  "smiles": "COc1cccc2cc([C@@H](C)N(CCCN3CCOCC3)C(=S)Nc3cc(C)cc(C)c3)oc12",
  "homo_ev": -7.7,
  "symbols": ["C", "O", "C", "C", "C", "C", "C", "C", "C", "C", "C", "N", "C", "C", "C", "N", "C", "C", "O", "C", "C", "C", "S", "N", "C", "C", "C", "C", "C", "C", "C", "C", "O", "C", "H", "H", "H", "H", "H", "H", "H", "H", "H", "H", "H", "H", "H", "H", "H", "H", "H", "H", "H", "H", "H", "H", "H", "H", "H", "H", "H", "H", "H", "H", "H", "H", "H", "H", "H"],
  "coordinates": [[3.6672, 4.4097, -1.5781], [2.9352, 3.2243, -1.3816], [1.6524, 3.3289, -0.9429], [0.9805, 4.5016, -0.6346], [-0.3437, 4.4904, -0.1878], [-1.0554, 3.3249, -0.0342], [-0.4054, 2.1285, -0.3392], [-0.7696, 0.7488, -0.3063], [0.3310, 0.0506, -0.6972], [0.5434, -1.4229, -0.9035], [2.0085, -1.8380, -0.7118], [-0.3712, -2.2285, -0.1076], [-1.0964, -3.2411, -0.8460], [-2.2544, -2.6674, -1.6836], [-2.0055, -2.7443, -3.1906], [-0.9199, -1.8738, -3.6266], [-0.2748, -2.3539, -4.8402], [0.8906, -1.4285, -5.1913], [0.4513, -0.1081, -5.3967], [-0.1848, 0.3778, -4.2384], [-1.3686, -0.5036, -3.8381], [-0.6111, -2.0489, 1.2188], [-1.8470, -2.8512, 1.9772], [0.2118, -1.1868, 1.8754], [0.0385, -0.6183, 3.1475], [-0.3652, -1.3475, 4.2541], [-0.5012, -0.7236, 5.4886], [-0.9425, -1.5279, 6.6734], [-0.2122, 0.6262, 5.6048], [0.2174, 1.3666, 4.5085], [0.5420, 2.8229, 4.6572], [0.3440, 0.7351, 3.2848], [1.3676, 0.8791, -0.9960], [0.9277, 2.1442, -0.7792], [4.6436, 4.0945, -1.9422], [3.7910, 4.9650, -0.6428], [3.1926, 5.0545, -2.3245], [1.4788, 5.4521, -0.7349], [-0.8115, 5.4362, 0.0409], [-2.0758, 3.3246, 0.3128], [-1.7121, 0.3464, 0.0051], [0.2683, -1.6329, -1.9511], [2.1285, -2.8802, -0.9976], [2.6472, -1.2241, -1.3410], [2.3323, -1.7315, 0.3209], [-0.3870, -3.7605, -1.4954], [-1.4851, -3.9524, -0.1158], [-2.4285, -1.6338, -1.3858], [-3.1660, -3.2239, -1.4663], [-1.7368, -3.7735, -3.4430], [-2.9387, -2.5051, -3.7258], [0.1035, -3.3640, -4.6666], [-0.9797, -2.3795, -5.6887], [1.3641, -1.7447, -6.1222], [1.6314, -1.4534, -4.3770], [-0.5258, 1.3875, -4.4727], [0.5402, 0.4239, -3.4137], [-1.8052, -0.1204, -2.9146], [-2.1314, -0.4601, -4.6352], [0.7983, -0.6134, 1.2833], [-0.5835, -2.3974, 4.1595], [-0.1571, -2.2240, 6.9675], [-1.8267, -2.1113, 6.4249], [-1.1688, -0.8855, 7.5207], [-0.3186, 1.1162, 6.5624], [1.4771, 2.9452, 5.2042], [0.6467, 3.2994, 3.6852], [-0.2397, 3.3335, 5.2163], [0.6692, 1.3007, 2.4209]],
  "atomic_forces_ev_per_a": [[0.1, 0.2, 0.0], [-0.4, -0.3, 0.1], [0.2, -0.2, -0.1], [0.3, 0.0, -0.1], [-0.2, 0.0, 0.1], [0.0, 0.0, 0.0], [0.7, 0.2, -0.3], [0.5, -0.4, -0.2], [-1.0, 0.1, 0.0], [0.6, 0.1, 0.0], [-0.2, 0.1, -0.1], [0.2, 0.3, 0.2], [-0.4, -0.2, -0.1], [0.1, -0.2, -0.2], [-0.1, 0.1, 0.2], [-0.1, -0.2, -0.3], [0.3, 0.2, -0.1], [-0.1, -0.4, -0.1], [0.0, 0.1, -0.2], [-0.3, 0.1, 0.2], [0.2, 0.2, -0.1], [0.0, -0.1, 0.1], [-0.7, -0.3, 0.3], [0.4, 0.0, -0.6], [-0.1, 0.1, 0.5], [0.1, 0.0, 0.0], [0.1, 0.1, -0.1], [0.0, 0.0, 0.0], [0.0, 0.0, -0.1], [0.0, -0.1, 0.0], [0.0, 0.0, 0.0], [0.0, -0.1, 0.0], [0.5, -0.1, -0.1], [-0.7, 0.5, 0.2], [-0.1, 0.1, 0.0], [0.0, 0.0, 0.0], [0.0, 0.0, 0.0], [0.1, 0.1, 0.0], [0.0, 0.1, 0.0], [-0.1, 0.0, 0.0], [-0.2, -0.2, 0.1], [0.1, 0.1, 0.3], [0.0, -0.1, 0.0], [0.1, 0.0, 0.0], [0.1, 0.0, 0.1], [0.1, 0.0, 0.0], [0.2, 0.1, -0.2], [-0.1, 0.1, 0.1], [-0.1, 0.1, 0.1], [0.0, 0.0, 0.0], [0.1, -0.1, -0.1], [0.0, 0.0, 0.0], [0.0, 0.0, 0.0], [0.0, 0.0, 0.1], [0.0, 0.0, -0.1], [0.0, 0.0, 0.1], [0.0, 0.0, 0.0], [0.0, 0.0, 0.0], [0.0, 0.0, 0.1], [-0.1, -0.2, 0.2], [0.0, 0.0, 0.0], [0.0, -0.1, 0.1], [-0.1, -0.1, 0.1], [0.0, 0.0, 0.1], [0.0, 0.1, 0.1], [0.1, 0.1, 0.0], [0.0, 0.1, 0.0], [0.0, 0.1, 0.0], [0.0, 0.1, -0.1]]
}